(1)
5
Properties=species:S:1:pos:R:3:forces:R:3 method="wB97M-V/def2-TZVPD" e_homo_ev=-9.20 molar_mass_da=84.6 e_tot_ha=-850.72978 lumo_ev=-0.956 total_charge=0 orbital_gap_ha=0.30311 multiplicity=1 e_above_lowest_kcal_mol=75.2
F -1.18887 -0.95515 1.35966 -0.122 -0.875 1.833
Si -0.77888 -1.64431 2.85638 1.064 0.705 -1.632
Cl 1.01788 -0.53979 -1.35504 -0.182 -0.388 0.070
H -2.06281 -1.91742 3.55704 -0.945 0.139 -0.206
H 0.39210 -1.63377 -1.06426 0.184 0.420 -0.064

---

(2)
6
Properties=species:S:1:pos:R:3:forces:R:3 method="wB97M-V/def2-TZVPD" e_homo_ev=-10.48 molar_mass_da=134.5 e_tot_ha=-1375.52064 lumo_ev=-1.306 smiles="O[P@](F)(=S)Cl" total_charge=0 orbital_gap_ha=0.33718 multiplicity=1 e_above_lowest_kcal_mol=19.3
O 1.16219 0.49054 0.28253 -0.403 0.295 -0.261
F -0.82337 0.06136 1.51441 0.354 -0.239 -1.489
P -0.24905 -0.18152 0.05060 -1.921 0.782 0.395
S -0.28237 -1.98441 -0.63089 -0.169 1.522 0.274
Cl -1.66076 1.50476 -0.94462 2.094 -2.311 1.226
H 1.85336 0.10928 -0.27203 0.046 -0.049 -0.147

---

(3)
4
Properties=species:S:1:pos:R:3:forces:R:3 method="wB97M-V/def2-TZVPD" e_homo_ev=-10.38 molar_mass_da=86.4 e_tot_ha=-902.03896 lumo_ev=0.126 smiles=FPCl total_charge=0 orbital_gap_ha=0.38597 multiplicity=1 e_above_lowest_kcal_mol=0.0
F 1.02568 -0.32448 -1.04332 -0.417 0.815 0.999
P 0.01527 0.64732 -0.20873 -0.434 -1.706 0.413
Cl -1.53873 -0.82667 0.05169 0.951 1.097 -0.062
H 0.49778 0.50383 1.20035 -0.101 -0.206 -1.349

---

(4)
16
Properties=species:S:1:pos:R:3:forces:R:3 method="wB97M-V/def2-TZVPD" e_homo_ev="-11.62 / -11.54" molar_mass_da=125.5 e_tot_ha=-842.29356 lumo_ev="0.160 / -6.034" total_charge=0 orbital_gap_ha="0.43299 / 0.20230" multiplicity=2 e_above_lowest_kcal_mol=0.0
Cl -0.47477 0.16644 0.66963 0.201 0.341 0.116
O -3.36598 -0.14074 -0.34374 -0.302 0.141 0.135
H -2.47225 -0.17702 -0.00291 -0.132 0.019 -0.029
H -3.46529 -0.95102 -0.84355 -0.071 -0.192 -0.265
O 0.85057 2.25060 -1.63979 -0.062 -0.048 -0.393
H 0.19544 1.62406 -1.33242 -0.329 -0.022 -0.102
H 1.43205 2.37703 -0.89004 0.401 0.101 0.445
O 0.77229 -1.70653 2.80767 0.222 0.057 0.255
H 0.42027 -1.21230 2.06737 0.077 -0.046 -0.215
H 0.16554 -2.43863 2.91773 -0.146 -0.265 0.113
O -0.97427 -1.35103 -2.14578 -0.245 0.080 -0.002
H -0.16921 -1.29627 -2.66068 0.225 0.004 -0.272
H -0.68437 -1.26691 -1.23742 0.104 -0.209 0.224
O 2.51769 1.75639 0.91223 -0.134 0.310 -0.145
H 1.90804 1.03056 1.04535 -0.119 -0.205 0.190
H 3.34432 1.33531 0.67642 0.308 -0.066 -0.056

---

(5)
19
Properties=species:S:1:pos:R:3:forces:R:3 method="wB97M-V/def2-TZVPD" e_homo_ev=-5.92 molar_mass_da=143.5 e_tot_ha=-918.63001 lumo_ev=3.543 total_charge=-1 orbital_gap_ha=0.34766 multiplicity=1 e_above_lowest_kcal_mol=210.8
Cl -0.27225 0.01918 -0.32770 2.455 0.499 -4.397
O 1.47222 0.82606 -1.97933 2.308 0.481 -2.108
H 1.72786 -0.07404 -2.18110 0.011 -0.237 -0.114
H 0.69451 0.73691 -1.42847 1.009 0.038 -1.288
O -2.42261 -0.72425 0.18321 -5.168 -1.367 0.746
H -1.55889 -0.45535 -0.12970 -3.334 -0.566 0.051
H -2.47160 -1.65823 -0.02051 -0.243 -0.224 0.217
O -0.22125 -1.93878 0.97720 -0.773 -4.313 2.707
H -0.39887 -1.23271 0.35579 -0.321 -2.560 1.313
H -0.12237 -2.71920 0.43185 0.225 -0.358 0.113
O 1.90451 -0.97022 0.71448 2.739 -0.598 0.656
H 2.61659 -0.58878 0.20098 0.277 0.370 -0.067
H 1.10838 -0.70990 0.25120 1.033 -0.172 0.280
O 0.05676 2.35868 -0.56429 0.214 4.951 -0.106
H -0.48473 2.58466 -1.32057 -0.083 0.227 -0.156
H -0.03378 1.40957 -0.47931 0.082 2.773 -0.023
O -0.70529 1.32641 1.98047 -0.247 0.718 1.373
H -0.57353 1.29629 1.03286 -0.220 0.615 0.775
H -0.31560 0.51376 2.30290 0.039 -0.277 0.025

---

(6)
23
Properties=species:S:1:pos:R:3:forces:R:3 method="wB97M-V/def2-TZVPD" e_homo_ev="-17.60 / -17.57" molar_mass_da=185.9 e_tot_ha=-1194.63107 lumo_ev="-10.838 / -13.787" total_charge=+2 orbital_gap_ha="0.24857 / 0.13896" multiplicity=2 e_above_lowest_kcal_mol=28.9
Mg 2.54016 1.24391 1.23448 -2.213 -1.072 0.369
Cl 0.68748 0.46983 -0.20725 1.500 0.408 0.340
O -0.88517 3.37082 -0.76297 0.030 -0.007 0.326
H -0.67712 2.47424 -0.50012 0.019 -0.088 0.002
H -0.48804 3.46537 -1.62875 -0.004 0.246 -0.360
O -0.59586 -1.36885 2.34658 1.088 0.050 0.030
H -1.35329 -1.64057 2.86494 -0.285 -0.168 0.370
H -0.97013 -0.88626 1.60952 -0.824 0.324 -0.382
O -0.84264 -0.96802 -2.76964 -0.022 -1.173 -0.128
H -0.53908 -0.52676 -1.97631 0.231 0.499 1.132
H -0.69292 -0.33276 -3.46983 0.073 0.678 -1.233
O 1.35693 0.46205 2.80221 2.079 1.754 -0.570
H 0.71504 -0.24072 2.70059 -1.344 -1.559 -0.443
H 1.13226 0.87345 3.63678 0.109 0.297 0.595
O -2.45797 0.28491 0.71193 0.437 -0.589 0.032
H -1.72604 0.65477 0.21825 -0.084 0.324 -0.195
H -2.76433 1.00531 1.26275 -0.378 0.309 0.193
O 0.45825 -2.97144 -0.12935 0.226 -0.126 -0.787
H 0.21825 -3.19030 0.77106 -0.292 -0.265 0.624
H 0.52067 -2.01630 -0.13566 0.067 0.432 0.114
O 2.13531 -0.01188 -3.24777 -0.664 -0.090 -0.385
H 1.95197 0.66017 -2.59129 -0.035 0.476 0.259
H 2.27635 -0.81106 -2.74017 0.285 -0.659 0.095

---

(7)
25
Properties=species:S:1:pos:R:3:forces:R:3 method="wB97M-V/def2-TZVPD" e_homo_ev=-6.83 molar_mass_da=179.6 e_tot_ha=-1071.84340 lumo_ev=2.945 total_charge=-1 orbital_gap_ha=0.35938 multiplicity=1 e_above_lowest_kcal_mol=8.3
Cl -0.34245 0.48110 0.51034 -0.130 -0.230 -0.211
O 2.51717 0.51200 -0.89334 0.002 -0.064 -0.181
H 1.70827 0.30921 -0.39057 0.022 0.204 0.058
H 2.60766 -0.23171 -1.49566 0.026 -0.089 0.061
O 1.74995 -0.66851 3.08600 0.114 -0.111 0.045
H 1.06374 -0.55963 2.41500 -0.118 0.235 0.025
H 2.28271 -1.38788 2.73276 -0.042 -0.052 -0.057
O -2.39585 -1.92851 1.31468 -0.151 -0.126 -0.205
H -2.03694 -1.13795 0.88056 0.218 0.148 0.299
H -3.24424 -2.07947 0.88959 -0.041 0.022 0.025
O 1.50476 -2.68927 0.64491 0.128 -0.052 0.035
H 1.05694 -3.45633 0.27875 -0.058 0.014 -0.031
H 0.89864 -1.96454 0.44586 -0.089 0.142 -0.030
O -0.47666 1.07308 -2.81557 0.004 0.184 -0.096
H -0.11970 1.08961 -1.91376 -0.044 -0.174 0.065
H 0.27646 0.82636 -3.35801 0.025 -0.040 0.014
O -0.10101 3.06951 2.49863 -0.011 0.135 -0.036
H -0.17735 2.40108 1.79879 -0.037 -0.118 0.135
H 0.74786 3.48544 2.32889 0.034 -0.024 -0.008
O -1.61544 3.24882 -1.17178 -0.113 0.022 -0.103
H -1.59224 2.92922 -2.08045 0.092 -0.028 -0.029
H -1.30670 2.47898 -0.67455 -0.019 0.035 0.247
O -0.61869 -1.96351 -1.75841 -0.072 -0.200 0.044
H -1.05198 -1.34899 -1.14742 0.279 0.174 -0.054
H -1.33492 -2.48812 -2.12523 -0.019 -0.008 -0.011

---

(8)
35
Properties=species:S:1:pos:R:3:forces:R:3 method="wB97M-V/def2-TZVPD" e_homo_ev=-7.40 molar_mass_da=279.6 e_tot_ha=-1525.36359 lumo_ev=2.433 total_charge=-1 orbital_gap_ha=0.36147 multiplicity=1 e_above_lowest_kcal_mol=34.0
Cl 14.85200 -5.87700 -18.95800 2.171 -1.299 -1.061
O 14.76000 -7.37600 -18.81500 0.516 3.627 0.213
O 16.31800 -5.48900 -19.06200 -3.630 -0.585 0.416
O 14.15400 -5.53600 -20.24700 1.069 0.153 2.381
O 14.22200 -5.19100 -17.76500 1.175 -1.178 -2.719
O 16.01300 -4.70700 -14.68500 -0.351 0.272 1.140
H 16.57300 -4.36600 -15.35400 1.045 0.777 -0.773
H 15.56500 -5.38500 -15.18700 -0.656 -0.793 0.262
O 18.21000 -4.81700 -16.64200 0.455 -0.400 2.426
H 18.28600 -3.89800 -16.39900 0.077 0.510 -0.106
H 18.09700 -4.85600 -17.55500 -0.405 -0.037 -2.506
O 12.34500 -3.57600 -21.48800 0.052 -0.807 -0.543
H 11.87900 -3.00500 -22.10300 -0.024 -0.037 -0.084
H 12.39400 -4.46300 -21.90000 -0.157 0.771 0.392
O 14.54600 -6.70200 -15.70100 -0.715 0.106 0.821
H 14.51300 -6.33300 -16.57900 -0.431 0.491 -0.456
H 15.04500 -7.48200 -15.83700 0.849 -1.432 0.085
O 12.54500 -7.70000 -20.58500 -0.588 -0.726 -0.629
H 13.08000 -6.91900 -20.58000 0.534 1.261 0.483
H 12.95800 -8.14500 -21.32200 -0.161 -0.794 -0.216
O 14.79200 -2.50600 -20.15100 2.515 0.483 -3.533
H 14.74400 -3.34600 -20.64200 -0.604 0.526 1.224
H 14.35900 -2.43100 -19.34700 -1.648 -0.770 2.113
O 12.52900 -3.31100 -18.68300 -0.025 0.423 1.016
H 12.44300 -3.33400 -19.62400 -0.416 0.185 -1.196
H 13.05100 -4.10100 -18.52900 -0.179 -0.090 0.489
O 11.09500 -6.58300 -18.45000 0.266 -0.167 0.110
H 11.70100 -6.61700 -17.70300 -0.111 0.216 0.197
H 11.58000 -7.08900 -19.11700 -0.304 -0.121 -0.160
O 13.64000 -9.62900 -18.05000 -0.500 -0.574 0.865
H 14.00800 -8.88600 -18.53700 -0.283 0.119 0.161
H 13.20100 -9.26000 -17.25800 0.436 -0.106 -0.817
O 16.04000 -2.61600 -17.15700 0.066 1.153 0.552
H 15.10300 -2.50000 -16.94300 0.322 -0.414 -0.113
H 16.15600 -3.47200 -17.54700 -0.362 -0.743 -0.435

---

(9)
6
Properties=species:S:1:pos:R:3:forces:R:3 method="wB97M-V/def2-TZVPD" e_homo_ev=-4.45 molar_mass_da=81.5 e_tot_ha=-646.15328 lumo_ev=4.427 total_charge=-1 orbital_gap_ha=0.32631 multiplicity=1 e_above_lowest_kcal_mol=67.5
N 0.28448 -0.45416 0.51716 0.856 -2.616 -1.146
N 1.00003 -1.33663 -0.17071 2.599 2.733 0.930
O 2.24086 -0.99414 -0.16219 -2.750 -1.488 -0.130
Cl -2.59025 -0.49050 -0.07669 -0.504 0.173 -0.121
H -0.65748 -0.26430 0.25355 -2.130 -0.850 -0.357
H 0.76042 0.33059 0.80052 1.929 2.048 0.825

---

(10)
6
Properties=species:S:1:pos:R:3:forces:R:3 method="wB97M-V/def2-TZVPD" e_homo_ev=-9.94 molar_mass_da=100.4 e_tot_ha=-953.28157 lumo_ev=0.618 smiles=OP(O)Cl total_charge=0 orbital_gap_ha=0.38789 multiplicity=1 e_above_lowest_kcal_mol=12.8
O -0.26010 0.98472 -0.33473 0.856 -0.101 0.614
O -0.83158 -1.21943 0.36506 2.896 0.184 1.689
P 0.44420 -0.13374 0.74228 -3.796 0.530 0.023
Cl 1.90443 -0.87310 -0.30654 1.706 -0.900 -1.327
H 0.12779 1.87670 -0.35944 -0.064 -0.511 0.212
H -1.38475 -0.63515 -0.10663 -1.598 0.798 -1.212

---

Copy entry 1 word for word.
5
Properties=species:S:1:pos:R:3:forces:R:3 method="wB97M-V/def2-TZVPD" e_homo_ev=-9.20 molar_mass_da=84.6 e_tot_ha=-850.72978 lumo_ev=-0.956 total_charge=0 orbital_gap_ha=0.30311 multiplicity=1 e_above_lowest_kcal_mol=75.2
F -1.18887 -0.95515 1.35966 -0.122 -0.875 1.833
Si -0.77888 -1.64431 2.85638 1.064 0.705 -1.632
Cl 1.01788 -0.53979 -1.35504 -0.182 -0.388 0.070
H -2.06281 -1.91742 3.55704 -0.945 0.139 -0.206
H 0.39210 -1.63377 -1.06426 0.184 0.420 -0.064